(1)
Molecular formula: C47H68N17O8
Method: DFT, ωB97M-V with the def2-TZVPD basis set

Calculated values
**Energy relative to the best compared isomer or geometry (same formula, charge and spin)**: 0.000 eV
**Electronic energy**: -3364.41549 hartree
**Largest force on an atom**: 1.24 eV/Å
**Frontier orbital gap**: 0.309 hartree

ORCA input file:
```
! wB97M-V def2-TZVPD RIJCOSX def2/J DEFGRID3
* xyz 1 1
C -2.532 -0.640 5.206
C -1.871 -1.392 4.548
C -1.150 -2.309 3.678
H -1.066 -3.285 4.178
O -1.769 -2.459 2.409
C -3.005 -3.154 2.471
C -3.554 -3.337 1.054
O -4.180 -2.182 0.535
C -5.585 -2.127 0.626
C -6.137 -1.919 2.052
O -5.479 -0.900 2.770
C -5.791 0.422 2.373
C -4.591 1.313 2.724
N -3.369 0.725 2.225
C -3.143 0.574 0.921
N -3.801 1.288 0.037
C -3.549 1.013 -1.259
N -2.674 0.104 -1.684
C -1.934 -0.510 -0.778
N -2.169 -0.303 0.552
N -0.991 -1.349 -1.176
C -0.662 -1.463 -2.584
H -0.540 -2.523 -2.823
H -1.473 -1.042 -3.174
C 0.639 -0.702 -2.836
N 1.702 -1.264 -2.021
C 2.747 -1.838 -2.646
O 2.771 -1.977 -3.857
C 3.987 -2.316 -1.859
N 4.362 -1.445 -0.776
C 4.953 -0.236 -0.882
C 5.086 0.199 0.422
N 4.560 -0.751 1.221
N 4.140 -1.723 0.506
C 5.592 1.507 0.940
N 4.407 2.372 1.032
H 4.674 3.323 1.262
H 3.787 2.040 1.767
H 6.255 1.955 0.189
C 6.358 1.330 2.270
C 6.421 2.644 3.053
H 5.434 2.968 3.376
H 7.030 2.510 3.943
H 6.875 3.430 2.450
C 7.787 0.827 2.029
C 7.879 -0.545 1.372
H 7.251 -1.262 1.896
H 8.906 -0.901 1.401
H 7.567 -0.507 0.331
H 8.288 0.776 2.998
H 8.326 1.557 1.421
H 5.817 0.588 2.865
H 5.225 0.203 -1.817
H 4.793 -2.250 -2.600
C 3.871 -3.792 -1.393
C 2.490 -4.349 -1.430
C 1.705 -4.781 -0.400
C 0.471 -5.220 -0.963
C -0.717 -5.720 -0.429
C -1.754 -6.008 -1.289
C -1.632 -5.813 -2.668
C -0.470 -5.323 -3.225
C 0.580 -5.027 -2.364
N 1.817 -4.509 -2.615
H 2.177 -4.262 -3.523
H -0.373 -5.176 -4.290
H -2.467 -6.056 -3.308
H -2.681 -6.400 -0.898
H -0.813 -5.878 0.635
H 1.971 -4.786 0.638
H 4.241 -3.855 -0.369
H 4.513 -4.405 -2.030
C 1.388 -1.204 -0.611
H 2.147 -1.701 -0.009
H 1.300 -0.150 -0.320
C 0.045 -1.903 -0.337
H -0.193 -1.808 0.718
H 0.131 -2.967 -0.575
H 0.934 -0.773 -3.883
H 0.498 0.347 -2.555
H 0.622 0.508 2.157
N -4.260 1.683 -2.176
C -4.848 2.954 -1.829
H -5.191 2.921 -0.796
H -5.697 3.133 -2.490
C -3.760 4.039 -1.998
N -2.883 3.662 -3.091
C -1.531 3.745 -3.137
O -0.894 3.314 -4.071
C -0.853 4.449 -1.945
N -0.764 3.499 -0.866
C -0.898 3.722 0.457
C -0.560 2.520 1.046
N -0.246 1.661 0.056
N -0.374 2.252 -1.077
C -0.442 2.181 2.495
N -0.236 0.747 2.650
H -1.720 -0.859 1.276
H -0.078 0.551 3.635
C 0.711 3.025 3.108
O 1.931 2.809 2.458
H 1.915 3.267 1.593
H 0.433 4.086 3.092
H 0.854 2.718 4.150
H -1.371 2.452 3.013
H -1.190 4.667 0.862
H -1.463 5.296 -1.616
C 0.543 4.977 -2.326
C 1.610 3.892 -2.442
C 2.195 3.486 -1.105
O 1.897 4.024 -0.052
O 3.076 2.529 -1.196
H 3.598 2.397 -0.284
H 2.443 4.261 -3.044
H 1.216 3.010 -2.948
H 0.447 5.495 -3.279
H 0.859 5.694 -1.564
C -3.558 2.927 -4.143
H -2.866 2.814 -4.977
H -4.425 3.505 -4.473
C -3.970 1.551 -3.591
H -3.158 0.833 -3.695
H -4.857 1.178 -4.110
H -3.199 4.104 -1.066
H -4.225 5.011 -2.204
H -2.886 0.092 2.852
H -4.732 2.298 2.276
H -4.496 1.408 3.805
H -5.960 0.475 1.293
H -6.692 0.774 2.893
H -7.214 -1.721 1.981
H -5.989 -2.823 2.647
H -5.863 -1.288 -0.017
H -6.039 -3.041 0.217
H -2.717 -3.562 0.384
H -4.249 -4.184 1.044
H -2.841 -4.142 2.923
H -3.713 -2.591 3.091
H -0.147 -1.923 3.476
H -3.074 0.000 5.838
*
```

Here are the Löwdin charges for atoms 1 to 5, given in e: number 1, C, carries 0.1464; number 2, C, carries -0.1059; number 3, C, carries -0.2075; number 4, H, carries 0.1394; number 5, O, carries -0.1870

(2)
Molecular formula: C14H39F3NO8S
Method: DFT, ωB97M-V with the def2-TZVPD basis set

Calculated values
**Electronic energy**: -1911.31043 hartree
**Largest force on an atom**: 3.12 eV/Å
**Frontier orbital gap**: 0.267 hartree

ORCA input file:
```
! wB97M-V def2-TZVPD RIJCOSX def2/J DEFGRID3
* xyz -1 1
N 1.000 -0.506 0.766
H 0.598 -0.469 -0.166
H 0.376 -0.979 1.436
H 1.294 0.438 1.045
H 1.910 -0.959 0.845
C 1.155 4.660 0.795
F 1.180 4.631 -0.555
F 1.369 5.876 1.236
F -0.067 4.216 1.187
S 2.353 3.351 1.563
O 3.663 3.664 1.024
O 2.283 3.686 2.981
O 1.757 2.055 1.192
C -0.423 -2.915 3.132
O -0.502 -1.545 2.919
H 0.016 -3.154 4.109
H -1.380 -3.451 3.067
H 0.231 -3.348 2.361
C -1.225 2.084 -2.964
C -1.796 1.906 -1.576
C -2.903 2.921 -1.208
O -2.307 0.596 -1.531
H -0.860 3.104 -3.090
H -1.995 1.888 -3.711
H -0.363 1.423 -3.053
H -0.994 1.954 -0.834
H -2.805 3.260 -0.178
H -3.893 2.476 -1.319
H -2.880 3.762 -1.902
H -2.587 0.488 -0.613
C -0.832 -3.242 -1.374
C 0.290 -2.507 -2.062
C 0.532 -2.738 -3.553
O 0.075 -1.132 -1.875
H -0.780 -2.894 -0.333
H -0.685 -4.306 -1.187
H -1.867 -2.908 -1.482
H 1.183 -2.865 -1.544
H -0.309 -2.358 -4.138
H 0.780 -3.764 -3.832
H 1.344 -2.181 -4.027
H -0.859 -1.012 -2.093
C 5.739 -1.239 -0.669
C 4.347 -0.737 -0.213
C 3.497 -0.362 -1.375
O 3.721 -1.719 0.616
H 5.667 -1.732 -1.639
H 6.043 -1.972 0.079
H 6.503 -0.463 -0.705
H 4.502 0.177 0.367
H 3.184 -1.266 -1.911
H 3.928 0.231 -2.181
H 2.538 0.123 -1.191
H 4.212 -1.953 1.407
C -3.442 0.172 3.594
C -3.619 -0.256 2.111
C -4.705 0.534 1.324
O -2.361 -0.067 1.513
H -4.400 0.142 4.122
H -3.140 1.217 3.536
H -2.784 -0.498 4.143
H -4.010 -1.279 2.086
H -4.913 0.153 0.326
H -4.293 1.541 1.208
H -5.569 0.656 1.976
H -1.720 -0.609 2.018
*
```

Here are the Löwdin charges for atoms 1 to 5, given in e: number 1, N, carries 0.2890; number 2, H, carries 0.0815; number 3, H, carries 0.0633; number 4, H, carries 0.0565; number 5, H, carries 0.0871

(3)
Molecular formula: C31H32N4O5
Method: DFT, ωB97M-V with the def2-TZVPD basis set

Calculated values
**Structure (SMILES)**: CCc1ccccc1NC(=O)Cn1c(=O)n(-c2ccc(CC(=O)NC[C@@H]3CCCO3)cc2)c(=O)c2ccccc21
**Energy relative to the best compared isomer or geometry (same formula, charge and spin)**: 0.000 eV
**Electronic energy**: -1795.84981 hartree
**Largest force on an atom**: 0.76 eV/Å
**Frontier orbital gap**: 0.318 hartree

ORCA input file:
```
! wB97M-V def2-TZVPD RIJCOSX def2/J DEFGRID3
* xyz 0 1
C 3.179 -0.438 2.268
C 4.037 -1.702 2.366
C 4.810 -1.949 1.097
C 6.100 -1.449 0.992
C 6.863 -1.635 -0.147
C 6.333 -2.340 -1.212
C 5.048 -2.843 -1.138
C 4.279 -2.648 0.004
N 2.963 -3.134 0.084
C 2.364 -4.059 -0.694
O 2.856 -4.665 -1.622
C 0.895 -4.285 -0.284
N 0.052 -3.179 -0.709
C -0.114 -2.163 0.199
O 0.518 -2.138 1.242
N -1.028 -1.189 -0.115
C -1.193 -0.137 0.848
C -2.306 -0.122 1.672
C -2.464 0.905 2.582
C -1.517 1.919 2.683
C -1.738 3.058 3.629
C -2.773 4.064 3.107
O -3.492 4.697 3.850
N -2.804 4.172 1.767
C -3.625 5.123 1.061
C -2.740 6.052 0.214
C -3.575 7.002 -0.668
C -3.054 6.737 -2.084
C -2.486 5.324 -1.950
O -1.921 5.282 -0.657
C -0.404 1.884 1.851
C -0.239 0.863 0.933
C -1.805 -1.133 -1.270
O -2.636 -0.266 -1.419
C -1.477 -2.164 -2.254
C -2.101 -2.133 -3.502
C -1.771 -3.057 -4.468
C -0.792 -4.006 -4.198
C -0.167 -4.057 -2.969
C -0.519 -3.147 -1.970
H 2.373 -0.566 1.550
H 2.730 -0.215 3.232
H 3.789 0.409 1.961
H 4.751 -1.577 3.183
H 3.403 -2.554 2.616
H 6.517 -0.907 1.829
H 7.865 -1.237 -0.198
H 6.917 -2.499 -2.107
H 4.635 -3.395 -1.966
H 2.392 -2.733 0.823
H 0.531 -5.209 -0.734
H 0.820 -4.356 0.804
H -3.044 -0.906 1.592
H -3.334 0.926 3.221
H -2.098 2.704 4.596
H -0.811 3.610 3.794
H -2.136 3.672 1.198
H -4.187 5.695 1.802
H -4.321 4.585 0.408
H -2.059 6.593 0.881
H -3.451 8.040 -0.371
H -4.632 6.744 -0.592
H -3.830 6.804 -2.841
H -2.253 7.433 -2.332
H -1.693 5.097 -2.663
H -3.282 4.573 -2.048
H 0.342 2.663 1.917
H 0.622 0.845 0.282
H -2.836 -1.362 -3.676
H -2.256 -3.036 -5.431
H -0.506 -4.714 -4.961
H 0.617 -4.778 -2.805
*
```

Here are the Löwdin charges for atoms 1 to 5, given in e: number 1, C, carries -0.0834; number 2, C, carries -0.1962; number 3, C, carries -0.1780; number 4, C, carries -0.0470; number 5, C, carries -0.0908

(4)
Molecular formula: C11H18NO2
Method: DFT, ωB97M-V with the def2-TZVPD basis set

Calculated values
**Energy relative to the best compared isomer or geometry (same formula, charge and spin)**: 1.760 eV
**Electronic energy**: -635.10871 hartree
**Largest force on an atom**: 4.83 eV/Å
**Frontier orbital gap (alpha / beta)**: 0.244 / 0.244 hartree

ORCA input file:
```
! wB97M-V def2-TZVPD RIJCOSX def2/J DEFGRID3
* xyz -1 1
C -0.922 1.135 2.467
C -0.345 0.105 1.908
C 0.040 2.579 -0.092
C 2.534 -0.190 -0.593
C 1.770 -0.677 0.625
C 2.259 1.355 -0.498
C 0.472 0.165 0.684
C -2.363 -0.914 0.281
C -0.529 -2.299 -0.812
C -1.196 -0.094 -1.802
C -1.097 -0.910 -0.536
N 0.912 1.363 0.220
O -1.183 2.408 0.018
O 0.703 3.539 -0.496
H -1.521 1.241 3.349
H -0.541 2.112 2.172
H -0.626 -0.923 2.220
H 3.594 -0.505 -0.642
H 2.206 -0.571 -1.597
H 1.592 -1.717 0.724
H 2.232 -0.257 1.434
H 2.930 2.001 0.158
H 2.165 1.959 -1.413
H -2.312 -1.806 0.876
H -3.196 -1.258 -0.423
H -2.614 -0.038 0.743
H -1.298 -3.013 -1.359
H 0.324 -2.223 -1.415
H -0.351 -2.875 0.184
H -0.115 0.303 -1.970
H -1.950 0.622 -1.792
H -1.573 -0.617 -2.626
*
```

Here are the Löwdin charges for atoms 1 to 5, given in e: number 1, C, carries 0.0027; number 2, C, carries -0.1758; number 3, C, carries -0.7138; number 4, C, carries -0.1594; number 5, C, carries -0.1401

(5)
Molecular formula: C6H12O
Method: DFT, ωB97M-V with the def2-TZVPD basis set

Calculated values
**Structure (SMILES)**: CC[C@@]1(C)C[C@H]1O
**Energy relative to the best compared isomer or geometry (same formula, charge and spin)**: 1.462 eV
**Electronic energy**: -311.00555 hartree
**Largest force on an atom**: 0.39 eV/Å
**Frontier orbital gap**: 0.385 hartree

ORCA input file:
```
! wB97M-V def2-TZVPD RIJCOSX def2/J DEFGRID3
* xyz 0 1
C 1.917 0.795 -0.402
C 1.080 -0.214 0.443
C -0.404 -0.420 0.093
C -0.727 -1.560 -0.863
C -1.490 -0.152 1.122
C -1.249 0.823 0.016
O -0.681 2.045 0.377
H 1.698 1.873 -0.347
H 1.881 0.553 -1.468
H 2.956 0.732 -0.070
H 1.188 0.021 1.509
H 1.592 -1.173 0.297
H -0.028 -1.610 -1.706
H -0.703 -2.533 -0.351
H -1.737 -1.448 -1.276
H -1.207 0.179 2.118
H -2.389 -0.765 1.087
H -1.960 0.899 -0.805
H 0.263 1.953 0.227
*
```

Here are the Löwdin charges for atoms 1 to 5, given in e: number 1, C, carries -0.0859; number 2, C, carries -0.1670; number 3, C, carries -0.4265; number 4, C, carries -0.0408; number 5, C, carries -0.0380

(6)
Molecular formula: C5H16NO
Method: DFT, ωB97M-V with the def2-TZVPD basis set

Calculated values
**Energy relative to the best compared isomer or geometry (same formula, charge and spin)**: 0.603 eV
**Electronic energy**: -329.85870 hartree
**Largest force on an atom**: 2.61 eV/Å
**Frontier orbital gap**: 0.453 hartree

ORCA input file:
```
! wB97M-V def2-TZVPD RIJCOSX def2/J DEFGRID3
* xyz 1 1
C 0.077 0.173 -1.914
C 0.751 -0.381 -0.663
C 0.722 0.654 0.473
C 1.596 1.848 0.077
C -0.678 1.042 0.849
N -0.034 -1.669 -0.302
H 0.542 1.076 -2.361
H -0.946 0.501 -1.720
H 0.118 -0.527 -2.772
H 1.775 -0.715 -0.926
H 1.171 0.223 1.366
H 1.670 2.511 0.977
H 1.052 2.479 -0.624
H 2.627 1.695 -0.259
H -0.608 1.717 1.711
H -1.253 0.228 1.359
H -1.354 1.454 0.129
H -0.999 -1.394 -0.130
H 0.450 -1.988 0.544
H 0.044 -2.473 -0.923
H -2.985 -2.228 1.430
H -1.710 -1.974 2.276
O -2.029 -2.254 1.403
*
```

Here are the Löwdin charges for atoms 1 to 5, given in e: number 1, C, carries -0.0501; number 2, C, carries -0.2923; number 3, C, carries -0.4050; number 4, C, carries -0.0535; number 5, C, carries -0.0697